(1)
Below is a 2-piece molecular cluster, C21H43BClF6N4O8P3 overall in a non-equilibrium geometry, with properties calculated with ωB97M-V with the def2-TZVPD basis set.

Its net charge is 0. The calculation puts the LUMO energy at -1.78 eV. Its HOMO energy is -9.649 eV. For the largest force on an atom, the calculation gives 0.09745 hartree/bohr.

Geometry as XYZ:
```
87
C21H43BClF6N4O8P3 ωB97M-V with the def2-TZVPD basis set
C -6.54 -0.94 -4.39
O -7.23 -1.35 -5.56
C -6.34 -1.73 -6.61
C -5.37 -0.60 -7.07
C -3.95 -0.59 -6.40
C -3.23 -1.98 -6.44
C -1.78 -1.79 -5.84
C -1.63 -2.56 -4.45
C -2.07 -1.58 -3.33
C -2.01 -2.30 -1.92
C -0.50 -2.48 -1.54
C 0.05 -1.30 -0.63
C -0.18 -1.73 0.85
C 0.35 -0.71 1.94
C 1.92 -0.70 2.13
O 2.47 -1.78 1.31
C 2.63 -2.82 2.10
N 2.74 -3.64 2.85
C 2.59 0.71 1.83
C 4.08 0.43 2.38
C 5.06 -0.16 1.30
O 6.07 0.38 1.02
P 2.78 0.86 -0.03
O 1.59 1.43 -0.74
C 1.85 1.91 2.52
C 2.31 3.25 1.81
N 3.79 3.33 1.65
B 2.28 2.09 4.11
O 2.54 0.98 4.91
O 2.37 3.33 4.75
N 0.34 1.78 2.60
N -0.08 1.62 3.98
P -0.47 3.43 2.15
O -0.17 4.38 3.47
Cl -2.53 3.35 2.10
C -0.27 0.70 1.79
O -1.64 0.44 2.14
H -7.16 -1.08 -3.48
H -5.58 -1.50 -4.29
H -6.28 0.14 -4.50
H -5.82 -2.68 -6.33
H -6.99 -1.98 -7.47
H -5.25 -0.63 -8.17
H -5.85 0.37 -6.81
H -3.31 0.11 -6.97
H -4.05 -0.28 -5.34
H -3.75 -2.74 -5.83
H -3.15 -2.31 -7.50
H -0.97 -2.09 -6.52
H -1.65 -0.71 -5.59
H -0.57 -2.85 -4.40
H -2.23 -3.50 -4.47
H -3.08 -1.16 -3.46
H -1.28 -0.79 -3.28
H -2.41 -3.32 -2.09
H -2.54 -1.75 -1.13
H 0.17 -2.65 -2.40
H -0.42 -3.39 -0.91
H -0.42 -0.35 -0.91
H 1.15 -1.32 -0.80
H -1.29 -1.75 1.00
H 0.15 -2.76 1.07
H -0.07 -1.13 2.88
H 2.12 -0.98 3.19
H 4.09 -0.32 3.20
H 4.61 1.32 2.74
H 4.82 -1.11 0.75
H 3.88 1.72 -0.29
H 3.10 -0.39 -0.64
H 1.92 3.36 0.78
H 2.11 4.16 2.42
H 3.99 3.76 0.75
H 4.20 3.87 2.40
H 3.50 0.81 4.94
H 3.31 3.55 4.82
H -1.01 2.02 4.12
H -0.17 0.63 4.23
H -0.79 4.17 4.19
H -0.35 1.06 0.74
H -2.20 0.64 1.38
F 5.68 1.34 9.56
P 4.82 1.45 8.19
F 4.61 -0.10 8.62
F 4.06 2.72 8.89
F 5.31 0.87 6.72
F 5.95 2.52 7.70
F 3.31 1.37 7.58
```



(2)
Below is a 2-piece molecular cluster, C4H9NO overall in a non-equilibrium geometry, with properties calculated with ωB97M-V with the def2-TZVPD basis set.

The calculation puts the relative energy (zero: lowest compared OMol25 entry of this formula, charge and spin) at 621.3 kJ/mol. Its net charge is 0. The calculation puts the LUMO energy at -1.48 eV. Its HOMO energy is -8.258 eV. For the largest force on an atom, the calculation gives 0.07215 hartree/bohr.

Geometry as XYZ:
```
15
C4H9NO ωB97M-V with the def2-TZVPD basis set
C -1.41 -0.77 -1.02
C -0.21 -0.08 -1.15
N 0.17 0.52 0.09
C 1.42 1.32 0.03
C -0.19 -0.21 1.26
O 0.52 0.08 -2.18
H -0.61 -2.15 0.63
H -2.18 -0.69 -0.28
H -1.83 -1.12 -1.98
H 1.58 1.70 1.07
H 1.27 2.09 -0.79
H 2.31 0.68 -0.21
H 0.73 -0.27 1.94
H -1.13 0.15 1.77
H -0.44 -1.26 0.80
```



(3)
Below is C38H44BClN6O4PRhS2 as an isolated structure in a non-equilibrium geometry, with properties calculated with ωB97M-V with the def2-TZVPD basis set.

Its net charge is 0. The calculation puts the LUMO energy (alpha / beta) at -1.72 / -2.24 eV. Its HOMO energy (alpha / beta) is -7.923 / -7.919 eV. For the largest force on an atom, the calculation gives 0.06232 hartree/bohr.

Geometry as XYZ:
```
98
C38H44BClN6O4PRhS2 ωB97M-V with the def2-TZVPD basis set
Rh -0.77 -0.45 -0.32
C 2.48 -4.28 -2.27
C 1.85 -2.93 -2.26
C 2.03 -1.89 -3.16
C 1.20 -0.85 -2.71
N 0.58 -1.26 -1.59
N 0.98 -2.51 -1.33
B 0.34 -3.34 -0.17
N -1.16 -3.34 -0.48
N -1.81 -2.19 -0.71
C -3.07 -2.48 -1.05
C -3.21 -3.87 -1.07
C -1.99 -4.38 -0.69
C -1.60 -5.81 -0.51
C -4.13 -1.47 -1.21
C -5.45 -1.83 -0.98
C -6.45 -0.87 -0.99
C -6.14 0.46 -1.22
C -4.83 0.82 -1.48
C -3.84 -0.14 -1.51
N 0.65 -2.67 1.17
N 0.32 -1.40 1.47
C 0.68 -1.16 2.74
C 1.29 -2.33 3.24
C 1.25 -3.25 2.23
C 1.78 -4.64 2.24
C 0.40 0.02 3.55
C 1.00 0.15 4.81
C 0.63 1.17 5.68
C -0.35 2.08 5.31
C -0.91 2.00 4.05
C -0.52 1.00 3.17
C 1.05 0.47 -3.31
C -0.12 1.21 -3.18
C -0.21 2.49 -3.70
C 0.87 3.04 -4.37
C 2.03 2.30 -4.54
C 2.12 1.03 -4.01
H 3.20 -4.34 -3.08
H 1.73 -5.05 -2.41
H 2.98 -4.47 -1.32
H 2.65 -1.89 -4.03
H 0.76 -4.44 -0.19
H -4.09 -4.43 -1.34
H -2.47 -6.43 -0.65
H -1.20 -5.97 0.49
H -0.84 -6.10 -1.24
H -5.70 -2.86 -0.75
H -7.48 -1.17 -0.81
H -6.92 1.21 -1.17
H -4.58 1.86 -1.65
H -2.81 0.15 -1.73
H 1.67 -2.49 4.23
H 2.24 -4.83 3.21
H 2.52 -4.78 1.46
H 0.98 -5.37 2.09
H 1.76 -0.55 5.13
H 1.11 1.25 6.64
H -0.66 2.86 5.99
H -1.66 2.71 3.73
H -0.97 0.96 2.20
H -0.98 0.77 -2.68
H -1.12 3.06 -3.58
H 0.80 4.05 -4.77
H 2.87 2.73 -5.07
H 3.04 0.46 -4.12
C 4.54 1.31 0.25
C 4.12 2.61 -0.42
C 3.84 2.39 -1.90
O 2.96 3.21 0.17
P 1.97 2.60 1.28
S 3.11 2.86 3.04
S 0.44 1.45 -0.26
O 0.95 3.81 1.46
C 0.58 4.94 0.65
C 0.26 4.58 -0.79
C 1.65 6.02 0.76
H 5.43 0.93 -0.25
H 3.74 0.57 0.16
H 4.76 1.47 1.30
H 4.91 3.36 -0.30
H 3.05 1.65 -2.01
H 4.74 2.03 -2.40
H 3.52 3.32 -2.37
H -0.33 5.29 1.14
H 1.14 4.15 -1.28
H -0.06 5.47 -1.34
H -0.53 3.84 -0.82
H 2.56 5.68 0.27
H 1.87 6.21 1.81
H 1.31 6.94 0.29
Cl -4.15 -0.90 4.13
C -3.96 -0.07 2.58
C -2.80 -0.69 1.77
O -2.42 -1.82 1.98
O -2.35 0.14 0.88
H -3.77 0.98 2.77
H -4.88 -0.18 2.01
```